68
Properties=species:S:1:pos:R:3:forces:R:3 method="wB97M-V/def2-TZVPD" multiplicity=2 lumo_ev="-4.84 / -3.40" e_above_lowest_kj_mol=24.3 s_squared=1.17 total_charge=+1
V -0.819532 0.050362 1.103605 0.623 -0.567 0.293
O -2.478165 1.561706 4.828512 -0.025 -0.046 0.011
C -2.130673 0.993743 3.694790 -0.069 0.037 -0.014
O -1.119305 1.250095 3.078360 -0.058 0.013 -0.103
C -3.164165 0.013662 3.196921 0.013 -0.002 0.009
O -2.656977 -0.713455 2.083884 -0.042 -0.006 0.047
C -2.373094 -2.098373 2.320684 -0.022 -0.042 -0.107
C -0.924746 -2.199636 2.773827 -0.006 -0.136 0.208
O -0.455670 -3.354759 3.091722 -0.282 0.356 0.105
O -0.280944 -1.152355 2.847339 -0.060 -0.098 -0.019
H -1.814890 2.218987 5.094834 0.035 0.012 -0.012
H -4.039550 0.578920 2.868462 0.007 -0.007 0.017
H -3.472297 -0.648230 4.006394 0.004 -0.003 -0.013
H -2.528805 -2.620824 1.372050 0.006 -0.003 0.019
H -3.044717 -2.509970 3.074725 0.010 -0.001 0.008
O 1.096271 0.235366 -1.757139 0.134 -0.316 0.008
C 2.243231 0.616927 -1.581169 -0.251 0.580 -0.032
C 2.851995 0.956385 -0.301887 -0.045 -0.183 -0.072
C 4.198517 1.325908 -0.326778 0.062 -0.018 -0.026
C 4.852766 1.614548 0.843218 -0.100 -0.048 0.004
C 4.197661 1.553865 2.070058 0.072 -0.007 -0.004
C 2.869029 1.206933 2.112353 -0.125 -0.071 0.087
C 2.165836 0.905504 0.935923 0.147 0.007 -0.109
O 0.891401 0.640797 0.996731 -0.358 0.219 0.059
N 6.270323 1.990854 0.799632 -0.067 0.129 -0.010
O 6.801791 2.029272 -0.289352 0.069 -0.040 -0.069
O 6.805987 2.252568 1.854167 0.068 -0.027 0.069
H 2.890407 0.811723 -2.454631 0.091 -0.200 0.024
H 4.737266 1.379695 -1.264183 0.004 -0.002 -0.001
H 4.747382 1.785266 2.971410 -0.009 0.002 -0.001
H 2.332621 1.153083 3.050116 0.017 0.016 0.003
N -4.219966 1.105159 -4.015128 -0.064 0.077 -0.090
C -3.587571 0.368574 -3.394958 0.012 -0.225 0.036
N -2.845041 -0.521709 -2.727395 0.122 -0.037 0.016
C -2.441674 -0.254741 -1.550309 -0.032 -0.112 -0.143
N -1.965939 -0.128973 -0.492601 -0.113 -0.301 0.074
C -1.528283 2.061370 0.574145 -0.015 1.083 -0.152
C -1.121791 2.579780 -0.733702 0.034 -0.132 0.024
C -1.981249 2.548819 -1.836931 0.015 0.111 -0.063
C -1.563262 2.985415 -3.080014 -0.034 0.011 0.034
C -0.270714 3.484735 -3.232773 0.061 -0.002 0.078
C 0.582123 3.576941 -2.131574 -0.020 0.024 -0.022
C 0.157770 3.123768 -0.899633 -0.035 0.063 0.027
C 0.192610 3.901213 -4.527608 -0.051 -0.010 0.013
N 0.569632 4.209041 -5.567746 0.043 0.012 -0.036
H -2.603589 2.040525 0.737633 -0.003 -0.122 0.018
H -0.983096 2.548200 1.375059 0.002 -0.001 0.064
H -2.995448 2.183261 -1.726216 0.040 0.131 0.021
H -2.235376 2.937493 -3.925752 -0.019 0.008 -0.004
H 1.569693 4.001781 -2.254085 0.008 0.001 0.002
H 0.821316 3.193385 -0.046777 0.010 -0.014 0.011
N -0.598465 -5.019935 1.229871 -0.489 -0.275 -0.099
C 0.363858 -4.405736 0.294462 -0.023 0.085 0.041
P -0.473226 -2.981532 -0.500118 0.100 0.051 0.112
O -1.890349 -3.345339 -0.758139 0.006 0.043 0.001
O -0.155895 -1.740071 0.322827 0.035 -0.139 -0.169
C 0.423599 -2.879173 -2.107252 -0.061 -0.083 0.026
N -0.150805 -1.832418 -2.998813 -0.284 0.145 0.017
H -0.818325 -4.136725 2.458273 0.672 0.114 -0.160
H -0.281180 -5.940455 1.516009 -0.006 0.014 0.011
H -1.490496 -5.132921 0.749980 0.051 -0.113 -0.106
H 0.673301 -5.105121 -0.488241 -0.013 -0.033 0.055
H 1.247555 -4.078318 0.840832 0.006 0.030 -0.001
H 0.317913 -3.847119 -2.594311 0.007 0.009 -0.038
H 1.480486 -2.659088 -1.960660 -0.010 0.017 -0.011
H 0.189732 -0.900266 -2.673054 0.012 0.025 -0.043
H -1.190468 -1.809214 -3.006390 0.189 -0.030 0.057
H 0.153662 -1.959173 -3.963489 0.003 0.026 0.020

57
Properties=species:S:1:pos:R:3:forces:R:3 method="wB97M-V/def2-TZVPD" lumo_ev=-1.37 e_above_lowest_kj_mol=2105.6 smiles="O=NOCc1ccc2c(c1)C(=O)c1ccccc1C2=O.CCOC(C)=O.CCOC(C)=O" total_charge=0
O -1.777853 5.246422 -3.145011 2.154 -3.141 0.010
N -0.892109 4.451049 -3.458179 -3.843 3.845 0.823
O -0.494574 4.855850 -4.697038 3.059 -0.573 -0.938
C 0.979158 4.612360 -4.818825 1.730 -0.703 0.431
C 1.546077 3.837978 -3.465835 1.864 -1.916 3.596
C 1.537625 2.189255 -3.277550 1.461 1.961 2.384
C 2.121291 1.427733 -1.933964 0.389 5.139 0.298
C 2.698026 2.393708 -0.712522 -0.934 1.304 -2.077
C 2.704568 4.062099 -0.829872 -1.294 -2.125 -2.384
C 2.134392 4.748971 -2.207022 0.208 -3.560 0.391
C 3.266491 4.923139 0.489333 2.657 3.419 -0.487
O 4.055034 6.012303 0.375961 -5.288 -6.807 0.743
C 2.806805 4.283022 1.964180 -0.955 -1.709 2.374
C 2.306645 5.171798 3.247895 0.247 -4.620 0.112
C 1.847913 4.355254 4.598734 0.896 -2.071 -1.899
C 1.891748 2.700743 4.769267 1.316 2.058 -4.200
C 2.396625 1.829591 3.457523 0.043 3.861 -0.482
C 2.839235 2.615017 2.079780 -0.946 1.617 2.108
C 3.311354 1.772912 0.714022 2.509 -3.009 -0.144
O 4.133442 0.720299 0.744908 -5.287 6.285 -0.060
H 1.252794 4.020713 -5.813109 -0.957 1.040 2.293
H 1.541913 5.651931 -4.909915 -1.469 -2.081 0.416
H 1.093813 1.520435 -4.138021 0.998 1.584 1.981
H 2.128860 0.271910 -1.750423 -0.127 2.579 -0.623
H 2.142878 5.915624 -2.305100 0.010 -2.512 0.259
H 2.273162 6.343508 3.211109 0.085 -2.672 0.032
H 1.446869 4.940028 5.559009 1.060 -1.252 -2.517
H 1.577183 2.169934 5.790926 0.765 1.393 -2.641
H 2.448131 0.647663 3.430394 -0.117 2.829 0.196
C -0.966958 -3.607884 -2.211523 0.050 -0.076 -0.227
C -1.632092 -2.551286 -1.351376 0.038 -0.368 -0.169
O -0.956956 -1.286354 -1.478671 0.068 0.727 0.201
C -1.194192 -0.385526 -2.457559 0.771 1.314 0.019
C -1.999398 -0.805144 -3.651856 -0.735 0.142 -0.106
O -0.694026 0.737104 -2.404272 -0.922 -2.224 0.288
H -1.012579 -3.351031 -3.273035 -0.089 0.003 0.070
H -1.448513 -4.579414 -2.069885 0.087 0.168 0.075
H 0.093344 -3.698159 -1.954210 -0.180 -0.011 0.089
H -2.701526 -2.448911 -1.558077 0.136 0.060 -0.084
H -1.548013 -2.841978 -0.298595 0.088 0.285 -0.196
H -1.321998 -1.129943 -4.445546 -0.081 0.014 0.092
H -2.578022 0.057130 -4.000261 0.358 -0.087 -0.002
H -2.722304 -1.590811 -3.442160 0.183 -0.151 -0.051
C -3.641301 -5.018359 4.193940 0.031 0.232 -0.038
C -3.282578 -6.297677 3.463651 -0.021 0.192 0.186
O -3.161851 -6.064061 2.048408 0.074 -0.290 -0.549
C -2.044173 -5.611637 1.438406 -0.012 0.200 -1.607
C -0.935243 -5.048856 2.277651 0.614 -0.381 0.188
O -1.969858 -5.592906 0.210632 -0.516 -0.175 2.218
H -2.863273 -4.258689 4.082421 -0.010 -0.118 0.089
H -3.786023 -5.211036 5.260598 0.005 0.002 -0.117
H -4.561614 -4.589703 3.784210 0.084 -0.168 0.081
H -2.381836 -6.774050 3.861928 -0.012 0.139 -0.106
H -4.095286 -7.021309 3.589274 0.170 0.112 -0.333
H -1.049299 -3.963932 2.342774 0.013 -0.113 0.006
H 0.019061 -5.284055 1.794234 -0.279 0.237 -0.069
H -0.880993 -5.472774 3.278245 -0.145 0.172 0.059

83
Properties=species:S:1:pos:R:3:forces:R:3 method="wB97M-V/def2-TZVPD" lumo_ev=-0.73 smiles="C[C@@H](I)[C@H](I)[C@]1(B(O)O)OC(=O)O[C@]1(CC(=O)Cl)P(O)(O)=S.O=C1OC[C@@H](F)O1.O=C1OC[C@@H](F)O1.O=C1OC[C@@H](F)O1.O=C1OC[C@@H](F)O1.O=C1OC[C@@H](F)O1" total_charge=0
C 4.872480 -0.739956 0.923472 -1.442 -0.156 0.456
C 3.655717 -1.202682 0.038899 1.261 0.279 -0.622
I 2.503416 -2.823200 0.940270 0.249 0.466 -0.306
C 2.751809 -0.060294 -0.504828 -0.471 -1.500 0.795
I 3.979316 0.954419 -2.026523 -0.288 -0.251 0.170
C 2.151713 0.903661 0.576330 -0.363 3.264 -0.488
B 2.723151 2.404714 0.295314 0.958 0.925 -0.251
O 2.008910 3.362200 -0.440392 0.142 -0.699 0.055
O 3.929022 2.798202 0.838567 -1.070 -0.350 -0.044
O 2.433261 0.693928 1.958770 0.405 -1.732 0.984
C 1.423340 -0.049948 2.570881 0.276 1.938 -5.353
O 1.399274 -0.463151 3.639599 -0.113 -1.044 2.696
O 0.422310 -0.120697 1.592374 -0.829 -0.711 0.607
C 0.571308 1.023750 0.709053 0.900 -0.821 0.846
C 0.048079 2.188892 1.626951 -0.134 0.496 -1.445
C -1.197546 1.836042 2.477365 0.911 -0.314 -1.034
O -1.281595 2.320695 3.531966 -0.366 0.880 1.894
Cl -2.515531 0.730500 1.988501 0.313 0.097 -0.292
P -0.389954 0.967495 -0.906554 -1.435 -0.263 -1.416
O -0.790785 -0.627636 -1.102381 1.202 1.243 0.101
O 0.596889 1.339569 -2.197589 -0.401 -1.052 1.437
S -1.900177 2.148353 -1.006719 0.331 -0.011 0.138
H 5.783045 -1.286682 0.635129 -0.373 0.419 0.178
H 4.957510 0.359243 0.830312 0.368 -0.583 0.006
H 4.603866 -0.954239 1.979197 0.493 0.211 -0.565
H 4.104764 -1.680904 -0.856464 -0.618 0.121 0.528
H 1.957041 -0.546706 -1.105842 0.454 0.482 0.375
H 2.120465 3.261697 -1.398328 -0.286 0.020 0.227
H 4.106278 3.713117 0.568092 0.042 -0.240 0.123
H 0.818526 2.531341 2.350504 -0.435 -0.551 -0.340
H -0.205086 3.100993 1.041520 0.061 -0.666 0.241
H -0.990033 -0.814192 -2.035199 -0.238 -0.040 0.325
H 0.533995 0.640589 -2.869528 0.291 0.266 0.063
O -1.314051 -5.659964 0.144743 -0.113 0.124 0.018
C -1.834030 -4.732962 0.669270 0.310 -0.337 -0.410
O -1.303193 -3.481696 0.718525 -0.334 -0.384 0.131
C -2.285015 -2.632325 1.309808 0.377 0.633 0.098
C -3.119977 -3.607363 2.089931 -0.477 -0.008 -0.208
F -4.416200 -3.208799 2.150624 -0.055 -0.051 0.112
O -3.040830 -4.785064 1.309384 0.521 0.224 0.209
H -2.853196 -2.130611 0.522938 -0.163 -0.099 0.088
H -1.819953 -1.877942 1.941488 0.205 -0.158 -0.121
H -2.752600 -3.811347 3.098149 -0.173 0.020 0.034
O 7.524684 -2.473927 -0.435805 -0.101 0.003 -0.157
C 7.440297 -2.490995 -1.617767 0.011 -0.206 0.591
O 7.802153 -3.543839 -2.396868 -0.123 0.482 0.029
C 7.422707 -3.226802 -3.735050 0.229 -0.534 -0.342
C 7.373220 -1.725100 -3.702289 -0.522 0.215 -0.159
F 6.430067 -1.245099 -4.550167 0.048 0.134 -0.011
O 6.971974 -1.450540 -2.372479 0.523 -0.387 -0.074
H 6.449305 -3.671368 -3.952566 -0.061 0.221 -0.011
H 8.150512 -3.606877 -4.449549 0.091 -0.058 0.206
H 8.329423 -1.237313 -3.903868 -0.103 0.096 -0.087
O -8.475754 2.438956 -1.655554 0.097 -0.174 -0.005
C -7.691236 1.803430 -1.036064 -0.596 0.281 -0.150
O -7.756428 1.596857 0.306787 0.284 -0.027 -0.465
C -6.717389 0.676823 0.641249 -0.075 -0.061 0.666
C -5.751712 0.866840 -0.493552 0.244 -0.429 -0.228
F -5.096376 -0.287266 -0.779845 0.123 0.027 -0.063
O -6.597292 1.188054 -1.581740 -0.073 0.331 0.528
H -7.125418 -0.335597 0.677348 0.137 -0.026 -0.175
H -6.278304 0.913504 1.608874 -0.149 0.178 -0.035
H -5.028652 1.671508 -0.341014 0.135 -0.152 -0.071
O -5.658931 1.330742 -7.660527 -0.119 -0.032 0.105
C -6.320048 0.864408 -6.794662 0.339 0.410 -0.322
O -5.980632 0.878232 -5.477211 -0.269 -0.207 -0.365
C -7.089988 0.345772 -4.752554 0.184 0.002 0.649
C -7.786105 -0.477616 -5.799298 -0.525 0.235 -0.084
F -9.126160 -0.501968 -5.596996 -0.023 -0.137 -0.063
O -7.517893 0.236070 -6.991402 0.517 -0.209 0.326
H -7.710075 1.165451 -4.383180 -0.145 -0.102 -0.114
H -6.755395 -0.249741 -3.905503 0.201 0.092 -0.087
H -7.412225 -1.499979 -5.892801 -0.166 -0.030 -0.015
O 4.970764 4.339906 6.372549 -0.056 -0.147 -0.053
C 4.264736 3.392669 6.283820 0.373 0.487 -0.134
O 3.098294 3.367117 5.582910 0.280 -0.202 0.338
C 2.623147 2.020748 5.609406 -0.621 0.048 -0.388
C 3.291598 1.471805 6.838146 0.340 -0.490 -0.153
F 3.562965 0.151455 6.703887 0.005 -0.017 0.144
O 4.512496 2.186724 6.877589 -0.551 0.376 -0.002
H 2.936226 1.507113 4.698188 0.137 -0.146 0.170
H 1.536413 1.989959 5.674201 0.041 0.215 0.002
H 2.739300 1.638846 7.765776 0.046 -0.147 0.020

64
Properties=species:S:1:pos:R:3:forces:R:3 method="wB97M-V/def2-TZVPD" lumo_ev=0.74 total_charge=-1
N -0.159957 -1.242833 2.701008 -0.234 0.005 -0.361
P -0.860556 -2.051927 1.519002 0.927 1.014 0.773
C -0.847496 -1.246037 -0.183592 -0.636 -0.387 0.496
C 0.577662 -0.860781 -0.545870 0.134 0.064 -0.020
C 1.660896 -1.509546 0.050819 0.147 -0.043 -0.035
C 2.971721 -1.200070 -0.282807 0.074 0.021 -0.048
C 3.249405 -0.220740 -1.224053 -0.247 -0.074 0.022
C 2.185330 0.419578 -1.841017 0.115 -0.004 0.002
C 0.876078 0.096101 -1.514209 0.030 0.002 -0.084
O -1.379664 -2.173134 -1.093400 0.191 0.034 -0.225
B -2.845881 -2.162396 -0.996308 0.050 0.532 -0.584
Cl -3.508206 -3.690914 0.023143 0.010 -0.059 0.156
C -3.516133 -2.289925 -2.475805 0.020 -0.270 0.627
O -4.901779 -2.669267 -2.490720 -0.007 0.162 -0.336
O -5.650093 -1.529265 -2.056067 -0.165 -0.076 0.094
O -3.147503 -0.921688 -0.283977 -0.131 -0.206 0.615
C -1.993242 -0.173434 0.004816 -0.004 -0.278 -0.825
C -2.068842 1.071462 -0.889022 0.247 0.432 0.482
C -1.256807 2.247764 -0.346730 -0.036 -0.142 -0.023
F -0.625694 2.959212 -1.377105 -0.040 -0.036 0.017
H 0.266899 -0.381708 2.374597 0.202 -0.110 0.054
H -0.269899 -3.316343 1.344673 -0.461 -0.212 -0.174
H -2.205513 -2.249988 1.826380 -0.044 -0.422 -0.274
H 1.518213 -2.278483 0.796804 -0.087 0.041 0.009
H 3.784026 -1.729639 0.199567 -0.025 0.002 0.037
H 4.269957 0.033346 -1.470485 0.031 -0.005 0.013
H 2.374995 1.184273 -2.584866 -0.057 0.000 -0.014
H 0.098692 0.607142 -2.049988 -0.148 0.027 -0.001
H -3.409093 -1.354605 -3.036040 0.088 -0.039 -0.127
H -3.034239 -3.111683 -3.013817 0.029 0.078 -0.106
H -5.794587 -1.736647 -1.120815 0.181 0.018 0.016
H -1.969673 0.152231 1.054455 -0.219 0.080 0.029
H -1.800270 0.861703 -1.920266 -0.001 -0.096 -0.047
H -3.123327 1.345414 -0.885687 -0.030 -0.077 -0.117
H -0.482290 1.916009 0.349175 0.108 0.011 -0.118
H -1.899448 2.960700 0.172836 0.033 0.004 0.014
C 6.553970 1.859944 -6.151946 0.000 0.002 0.020
C 6.532488 0.705720 -5.380536 0.005 0.070 -0.026
C 6.476830 0.793731 -3.998650 -0.005 -0.131 -0.031
C 6.441213 2.046989 -3.416226 -0.021 -0.008 -0.089
C 6.463375 3.209327 -4.164116 0.004 0.129 -0.054
C 6.521985 3.108625 -5.544779 0.004 -0.073 -0.013
N 6.358576 2.146240 -1.947892 -0.071 -0.016 0.016
O 6.358189 1.108267 -1.317328 0.115 0.053 0.034
O 6.283457 3.254993 -1.460884 0.056 -0.002 0.004
H 6.591648 1.786160 -7.230917 0.003 0.000 0.001
H 6.554072 -0.265975 -5.854416 -0.005 -0.006 0.009
H 6.455671 -0.095165 -3.386015 -0.017 0.048 0.065
H 6.431859 4.172521 -3.677393 -0.014 -0.042 0.076
H 6.537463 4.006608 -6.147167 -0.003 0.006 0.006
C -2.665030 -0.433101 4.563790 -0.051 0.081 -0.063
C -3.904936 -0.987245 4.258293 0.055 0.040 0.023
C -4.966102 -0.865761 5.141921 -0.036 -0.068 -0.095
C -4.767975 -0.180923 6.328431 0.052 -0.003 -0.060
C -3.545467 0.378322 6.657854 0.120 0.064 0.055
C -2.494285 0.246379 5.765373 -0.049 -0.048 -0.041
N -5.890666 -0.035091 7.265100 -0.026 -0.004 0.027
O -6.951976 -0.549545 6.969145 0.009 0.003 0.002
O -5.700779 0.595204 8.289397 0.001 -0.008 -0.004
H -1.828574 -0.530560 3.869808 -0.060 -0.098 0.125
H -4.048175 -1.515127 3.323690 -0.002 0.006 -0.002
H -5.930343 -1.293759 4.911703 -0.027 0.033 0.065
H -3.419824 0.904718 7.592257 -0.083 -0.012 0.013
H -1.530347 0.674625 6.006876 0.002 -0.002 0.002

| no. | E_tot (hartree) |
| --- | --- |
| 1 | -3387.54637 |
| 2 | -1547.30424 |
| 3 | -4942.07824 |
| 4 | -2584.36941 |